{"formula": "C3H7INS", "method": "ωB97M-V with the def2-TZVPD basis set", "elements": ["S", "C", "C", "N", "C", "I", "H", "H", "H", "H", "H", "H", "H"], "positions_angstrom": [[-2.34757, -1.67857, 0.17552], [-0.87853, -0.59056, 0.71488], [-0.51498, 0.38172, -0.41264], [0.59874, 1.34772, -0.23448], [1.84713, 0.99386, -0.06093], [2.55052, -0.98411, -0.09137], [-1.52377, -2.68293, -0.45925], [-0.15940, -1.48434, 0.87055], [-1.10893, -0.16702, 1.69311], [-0.26661, -0.23295, -1.23244], [-1.38945, 1.05616, -0.70455], [0.54253, 2.40970, -0.28066], [2.65032, 1.63133, 0.02227]], "forces_ev_per_a": [[1.840, -0.358, -0.716], [0.192, -2.591, 0.286], [-2.060, 1.617, 0.285], [3.189, 0.862, 0.840], [-2.609, -2.947, -0.644], [-0.342, 0.969, 0.001], [-1.257, 1.508, 0.923], [-0.622, 2.210, -0.153], [-0.036, 0.156, -0.274], [0.365, -0.435, -1.300], [0.981, -1.234, 0.459], [-0.879, -1.769, 0.070], [1.239, 2.013, 0.223]], "total_charge": 1, "largest_force_ev_per_a": 3.99, "relative_energy_kcal_mol": 8.6, "total_energy_ev": -23641.9507, "homo_ev": -12.9, "smiles": "SCC/[NH+]=C\\I"}